No. 1
C20H31N5 | ωB97M-V/def2-TZVPD

```
56
C20H31N5 ωB97M-V/def2-TZVPD
C -15.796 17.487 1.094
C -17.090 16.983 0.596
C -17.273 17.137 -0.951
C -16.051 17.051 -1.770
N -15.056 16.990 -2.382
H -15.021 16.975 0.525
H -15.828 17.560 2.181
H -15.665 18.498 0.708
H -17.943 17.294 1.198
H -17.221 15.942 0.892
H -17.636 18.151 -1.117
H -18.006 16.488 -1.430
C -15.938 16.602 10.077
C -14.977 16.614 8.917
C -15.465 17.029 7.478
C -16.281 15.936 6.820
N -16.903 15.053 6.328
H -16.520 15.692 9.933
H -16.667 17.385 9.867
H -15.656 16.557 11.129
H -14.570 15.605 8.848
H -14.135 17.281 9.105
H -14.624 17.189 6.803
H -16.044 17.949 7.559
C -18.514 11.974 3.909
C -17.721 12.755 4.983
C -18.582 13.454 6.102
C -19.479 14.394 5.486
N -20.126 15.185 4.907
H -17.853 11.310 3.351
H -19.219 12.583 3.344
H -19.185 11.289 4.427
H -17.138 13.477 4.411
H -16.997 12.061 5.410
H -17.932 13.860 6.877
H -19.249 12.756 6.609
N -18.530 16.151 4.567
C -18.283 16.502 3.274
C -17.429 17.555 3.256
C -17.200 17.944 4.581
C -17.742 16.944 5.370
H -19.102 15.353 4.804
H -18.748 16.016 2.429
H -17.198 18.108 2.358
H -16.567 18.782 4.830
H -17.832 16.891 6.445
N -15.988 22.990 4.106
C -16.800 22.614 3.026
C -17.404 21.377 3.333
C -16.609 20.934 4.480
C -15.852 21.988 4.974
H -15.675 23.931 4.296
H -17.035 23.333 2.255
H -18.157 20.782 2.837
H -16.642 19.958 4.943
H -15.404 22.149 5.944
```

## Properties
LUMO energy = 0.50 eV
HOMO = -7.30 eV
max |F| = 13.73 eV/A
Kohn-Sham gap = 7.802 eV
E_tot = -1053.9590 hartree

No. 2
C16H22ClN3O8OsSe | ωB97M-V/def2-TZVPD

```
52
C16H22ClN3O8OsSe ωB97M-V/def2-TZVPD
Os -0.359 -1.263 -0.134
C 2.896 1.403 3.432
N 1.777 0.481 3.303
C 0.705 0.622 4.279
C 1.553 -0.190 2.179
O 0.536 -0.883 2.008
C 2.630 -0.178 1.114
O 2.042 -0.610 -0.104
C 2.514 0.064 -1.256
C 1.500 -0.179 -2.345
O 0.509 -0.914 -2.134
N 1.701 0.349 -3.538
C 2.741 1.342 -3.753
C 0.587 0.274 -4.484
H 2.980 1.687 4.478
H 3.836 0.934 3.145
H 2.725 2.299 2.831
H 0.426 1.674 4.351
H -0.155 0.050 3.951
H 1.033 0.265 5.256
H 3.047 0.818 0.998
H 3.417 -0.885 1.403
H 2.586 1.138 -1.073
H 3.488 -0.339 -1.557
H 3.681 1.028 -3.303
H 2.907 1.446 -4.822
H 2.440 2.307 -3.339
H -0.328 0.594 -3.987
H 0.801 0.939 -5.316
H 0.463 -0.742 -4.854
Cl -2.686 -1.311 -2.158
C -3.705 -0.877 -0.804
C -4.832 -0.116 -1.036
C -5.611 0.276 0.042
C -5.245 -0.094 1.327
C -4.107 -0.860 1.533
C -3.311 -1.274 0.471
C -2.084 -2.106 0.689
H -5.084 0.180 -2.045
H -6.492 0.880 -0.125
H -5.842 0.220 2.173
H -3.817 -1.140 2.539
H -2.163 -3.074 0.193
H -1.883 -2.258 1.750
O 0.972 2.014 0.879
Se -0.255 2.085 -0.194
O 0.296 2.018 -1.724
O -1.078 0.525 0.018
O -1.378 3.191 0.106
O 1.987 -4.818 -0.023
C 1.219 -3.936 -0.119
N 0.418 -3.056 -0.221
```

## Properties
LUMO energy (spin up / spin down) = 0.25 / -1.30 eV
HOMO (spin up / spin down) = -8.59 / -8.84 eV
max |F| = 0.44 eV/A
Kohn-Sham gap (spin up / spin down) = 8.838 / 7.541 eV
spin multiplicity = 5
E_tot = -4341.2591 hartree

No. 3
C20H25CsIN4O2 | ωB97M-V/def2-TZVPD

```
53
C20H25CsIN4O2 ωB97M-V/def2-TZVPD
Cs 1.799 2.348 1.028
C -0.039 2.403 -3.337
C -1.194 2.339 -2.384
N -2.395 2.565 -2.847
C -3.445 2.522 -1.996
C -3.314 2.302 -0.650
C -4.553 2.331 0.208
O -4.763 1.128 0.946
C -2.020 2.069 -0.116
C -1.867 1.918 1.323
N -0.742 1.738 1.912
C -0.679 1.710 3.311
C -1.267 2.689 4.114
C -1.128 2.659 5.492
C -0.399 1.649 6.102
C 0.210 0.674 5.325
C 0.082 0.723 3.947
I 1.031 -0.732 2.774
C -0.918 2.015 -1.004
O 0.281 1.712 -0.650
H -0.403 2.674 -4.325
H 0.481 1.443 -3.389
H 0.702 3.134 -3.008
H -4.422 2.690 -2.433
H -5.415 2.546 -0.428
H -4.500 3.125 0.954
H -4.826 0.404 0.314
H -2.780 1.942 1.921
H -1.825 3.484 3.634
H -1.591 3.431 6.092
H -0.298 1.618 7.178
H 0.786 -0.115 5.789
C 3.118 -4.216 -1.053
C 2.957 -2.945 -0.181
N 2.263 -1.906 -0.926
C 0.916 -2.337 -1.269
C 0.973 -3.622 -2.132
N 2.430 -3.938 -2.362
C 3.104 -2.792 -3.068
C 3.007 -1.564 -2.128
H 2.644 -5.095 -0.621
H 4.155 -4.452 -1.282
H 3.931 -2.573 0.133
H 2.383 -3.177 0.716
H 0.417 -1.531 -1.805
H 0.357 -2.517 -0.352
H 0.516 -3.501 -3.113
H 0.533 -4.490 -1.644
H 2.496 -4.767 -2.948
H 2.581 -2.650 -4.012
H 4.127 -3.099 -3.275
H 2.500 -0.744 -2.634
H 4.001 -1.220 -1.844
```

## Properties
LUMO energy = -2.97 eV
HOMO = -9.17 eV
max |F| = 2.88 eV/A
Kohn-Sham gap = 6.203 eV
total charge = +1
E_tot = -1464.2034 hartree

No. 4
C36H45N5O2SSi2Ta | ωB97M-V/def2-TZVPD

```
92
C36H45N5O2SSi2Ta ωB97M-V/def2-TZVPD
Ta -0.667 -0.252 -0.648
C -4.164 0.392 -2.134
O -3.385 0.207 -0.949
C -4.013 0.397 0.275
C -5.275 0.953 0.422
C -5.832 1.093 1.685
C -5.153 0.651 2.812
C -3.914 0.065 2.676
C -3.315 -0.056 1.416
N -2.085 -0.683 1.257
N -1.730 -1.485 2.171
C -0.814 -2.437 2.101
C -0.238 -2.828 0.842
O -0.349 -1.978 -0.155
C 0.341 -4.096 0.708
C 0.505 -4.902 1.811
C 0.121 -4.482 3.100
C 0.387 -5.283 4.229
C 0.048 -4.855 5.488
C -0.585 -3.619 5.656
C -0.888 -2.828 4.565
C -0.549 -3.236 3.271
H -5.019 -0.290 -2.151
H -3.493 0.154 -2.959
H -4.509 1.426 -2.236
H -5.852 1.266 -0.431
H -6.808 1.539 1.784
H -5.593 0.752 3.790
H -3.380 -0.319 3.528
H 0.659 -4.422 -0.270
H 0.967 -5.871 1.694
H 0.869 -6.237 4.080
H 0.270 -5.477 6.342
H -0.837 -3.280 6.650
H -1.382 -1.881 4.703
N 1.272 0.315 -8.169
C 1.350 1.260 -7.237
S 2.042 2.736 -7.568
C 0.793 1.016 -5.895
C 1.210 1.797 -4.812
C 0.684 1.563 -3.560
N -0.231 0.619 -3.304
C -0.643 -0.121 -4.339
C -0.170 0.036 -5.629
H 1.642 0.501 -9.091
H 0.902 -0.606 -8.000
H 1.943 2.575 -4.965
H 1.014 2.152 -2.715
H -1.379 -0.887 -4.124
H -0.571 -0.592 -6.409
C 2.399 -1.130 2.819
Si 1.901 0.429 1.844
C 0.289 1.136 2.604
C 3.239 1.772 1.893
C 1.600 0.146 -0.068
Si 2.846 -1.044 -1.021
C 3.520 -2.529 -0.044
C 4.247 0.097 -1.625
C 1.960 -1.755 -2.570
H 2.229 -0.964 3.879
H 3.459 -1.329 2.706
H 1.858 -2.029 2.540
H 0.552 1.830 3.395
H -0.321 0.365 3.064
H -0.321 1.693 1.895
H 3.583 1.914 2.911
H 2.868 2.730 1.543
H 4.105 1.510 1.297
H 1.746 1.140 -0.495
H 4.277 -2.237 0.675
H 3.999 -3.213 -0.740
H 2.757 -3.090 0.484
H 4.727 0.628 -0.811
H 3.922 0.833 -2.355
H 5.014 -0.506 -2.099
H 1.023 -2.260 -2.339
H 2.603 -2.490 -3.045
H 1.771 -0.992 -3.318
N -1.429 2.393 -0.616
C -0.766 3.451 0.144
C 0.475 3.922 -0.264
C 1.069 4.978 0.407
C 0.429 5.559 1.491
C -0.795 5.070 1.916
C -1.395 4.015 1.247
H -2.406 2.399 -0.313
H -1.435 2.682 -1.597
H 0.960 3.484 -1.125
H 2.019 5.357 0.064
H 0.881 6.398 1.995
H -1.300 5.526 2.754
H -2.358 3.645 1.574
```

## Properties
LUMO energy = -11.13 eV
HOMO = -14.77 eV
max |F| = 3.44 eV/A
Kohn-Sham gap = 3.643 eV
total charge = +3
E_tot = -2856.3138 hartree

No. 5
C43H33F6N3O2S | ωB97M-V/def2-TZVPD

```
88
C43H33F6N3O2S ωB97M-V/def2-TZVPD
F 3.745 -5.396 1.170
C 3.187 -4.397 1.896
F 2.100 -3.921 1.192
F 2.683 -4.938 3.055
C 4.114 -3.259 2.211
N 3.392 -2.343 3.105
C 4.051 -1.958 4.287
C 5.353 -1.444 4.193
C 6.064 -1.160 5.353
C 5.497 -1.446 6.602
C 4.200 -1.970 6.692
C 3.456 -2.195 5.535
C 2.448 -1.499 2.541
C 1.226 -1.286 3.205
C 0.223 -0.602 2.558
C 0.432 -0.010 1.277
C -0.678 0.544 0.583
C -0.600 1.127 -0.707
C -1.528 2.133 -1.099
C -1.328 2.878 -2.238
C -0.137 2.733 -2.989
N 0.122 3.596 -4.038
C -1.009 4.048 -4.853
C -1.187 3.031 -5.944
F -2.189 3.289 -6.822
F -0.012 2.913 -6.656
F -1.419 1.790 -5.389
C 1.360 4.214 -4.278
C 2.512 3.463 -4.568
C 3.708 4.108 -4.881
C 3.757 5.504 -4.959
C 2.599 6.256 -4.719
C 1.410 5.620 -4.379
C 0.741 1.682 -2.660
C 0.409 0.793 -1.661
C 1.774 -0.006 0.785
C 2.720 -0.846 1.328
H 4.979 -3.654 2.745
H 4.388 -2.770 1.272
H 5.770 -1.266 3.199
H 7.064 -0.733 5.272
H 6.072 -1.256 7.509
H 3.767 -2.215 7.662
H 2.442 -2.595 5.561
H 1.082 -1.730 4.190
H -0.759 -0.525 3.018
H -1.594 0.679 1.160
H -2.388 2.342 -0.462
H -2.054 3.640 -2.516
H -1.932 4.084 -4.277
H -0.768 5.008 -5.308
H 2.448 2.376 -4.600
H 4.597 3.506 -5.078
H 4.692 6.005 -5.218
H 2.621 7.344 -4.799
H 0.499 6.191 -4.183
H 1.673 1.567 -3.204
H 0.980 -0.130 -1.558
H 2.075 0.627 -0.047
H 3.701 -0.970 0.869
C -2.173 -6.055 1.349
C -3.532 -5.735 1.290
C -3.950 -4.410 1.425
C -3.004 -3.397 1.616
S -3.568 -1.705 1.920
C -3.199 -0.802 0.493
C -4.162 0.116 0.004
C -4.186 0.471 -1.380
C -5.234 1.204 -1.909
C -6.283 1.635 -1.078
C -7.449 2.262 -1.634
N -8.420 2.750 -2.073
C -6.198 1.427 0.309
C -5.137 0.730 0.854
O -4.995 -1.862 2.108
O -2.778 -1.205 3.030
C -1.639 -3.704 1.593
C -1.227 -5.035 1.476
H -1.852 -7.092 1.284
H -4.282 -6.509 1.138
H -5.009 -4.158 1.391
H -2.495 -1.296 -0.173
H -3.380 0.109 -2.023
H -5.264 1.429 -2.980
H -6.996 1.804 0.954
H -5.068 0.624 1.936
H -0.905 -2.903 1.670
H -0.162 -5.265 1.480
```

## Properties
LUMO energy = -2.25 eV
HOMO = -6.46 eV
max |F| = 2.32 eV/A
Kohn-Sham gap = 4.213 eV
E_tot = -2970.3980 hartree